# 1
5 unconnected molecules or ions with the total composition H10O5, computed with ωB97M-V with the def2-TZVPD basis set.

Last column: Mulliken charge in e.
Cartesian coordinates (Å):
O (-1.208, 2.719, 0.337)  -0.65
H (-1.072, 3.002, 1.241)  0.32
H (-1.938, 2.102, 0.386)  0.37
O (2.129, -1.285, 1.526)  -0.61
H (1.970, -1.455, 2.454)  0.31
H (1.425, -0.689, 1.267)  0.35
O (2.879, -1.958, -2.460)  -0.61
H (2.025, -1.530, -2.508)  0.30
H (2.678, -2.876, -2.282)  0.31
O (-3.003, 0.619, 0.319)  -0.66
H (-3.217, -0.110, -0.264)  0.31
H (-3.370, 0.365, 1.166)  0.31
O (0.504, 0.159, -0.201)  -0.65
H (-0.111, 0.799, 0.157)  0.34
H (0.310, 0.138, -1.138)  0.28

Output
Total charge: 0
Lowest unoccupied orbital energy in eV: 0.14
Energy relative to the best compared isomer or geometry (same formula, charge and spin) in kcal per mole: 25.9
Kohn-Sham gap in eV: 10.806

# 2
15 unconnected molecules or ions with the total composition C16H62O15 at a distorted geometry, computed with ωB97M-V with the def2-TZVPD basis set.

Last column: Mulliken charge in e.
Cartesian coordinates (Å):
O (0.995, 3.435, 1.336)  -0.73
H (0.801, 4.137, 0.598)  0.42
H (0.109, 3.120, 1.524)  0.20
O (1.584, -3.900, -1.215)  -0.58
H (2.552, -3.871, -1.037)  0.26
H (1.094, -4.022, -0.374)  0.44
O (4.166, -3.387, 0.741)  -0.59
H (5.117, -3.370, 0.656)  0.26
H (3.948, -2.582, 1.187)  0.36
O (1.240, -4.896, -3.567)  -0.67
H (1.449, -5.827, -3.454)  0.25
H (1.130, -4.477, -2.686)  0.43
O (0.049, 2.339, -2.258)  -0.61
H (0.138, 2.150, -3.184)  0.19
H (0.883, 2.082, -1.833)  0.45
O (0.170, 0.190, -4.097)  -0.44
H (0.693, -0.569, -4.428)  0.31
H (-0.555, 0.295, -4.751)  0.27
O (2.883, 1.451, 2.334)  -0.53
H (2.459, 2.302, 2.485)  0.23
H (3.748, 1.704, 2.157)  0.25
C (-3.639, 4.460, 1.296)  -1.20
C (-3.040, 3.301, 2.001)  -0.19
O (-2.003, 2.685, 1.287)  0.21
H (-4.464, 4.884, 1.933)  0.40
H (-3.979, 4.164, 0.326)  0.30
H (-2.923, 5.250, 1.087)  0.10
H (-3.842, 2.653, 2.281)  0.29
H (-2.589, 3.591, 2.947)  0.37
H (-2.369, 2.181, 0.540)  0.03
C (-1.398, 6.126, -2.220)  -1.11
C (-1.081, 5.537, -0.856)  0.32
O (0.380, 5.275, -0.784)  -0.68
H (-0.596, 5.736, -2.904)  0.28
H (-1.417, 7.236, -2.093)  0.31
H (-2.458, 5.848, -2.417)  0.30
H (-1.586, 4.593, -0.721)  -0.29
H (-1.360, 6.109, 0.020)  0.55
H (0.346, 4.420, -1.252)  0.25
C (3.981, -1.329, -4.220)  -0.80
C (3.032, -2.407, -4.727)  -0.30
O (1.637, -2.055, -4.629)  -0.59
H (3.598, -1.065, -3.220)  0.05
H (3.946, -0.452, -4.807)  0.31
H (4.988, -1.748, -4.207)  0.36
H (3.098, -3.361, -4.218)  0.28
H (3.224, -2.762, -5.727)  0.34
H (1.198, -2.709, -4.161)  0.28
C (0.576, -0.289, 0.226)  0.81
C (1.723, 0.254, -0.585)  -0.26
O (1.849, 1.686, -0.620)  -0.64
H (-0.349, 0.266, -0.074)  -0.55
H (0.623, 0.000, 1.285)  -0.02
H (0.497, -1.348, 0.100)  0.03
H (1.608, -0.093, -1.655)  -0.07
H (2.618, -0.282, -0.263)  0.34
H (1.614, 2.146, 0.190)  0.39
C (-2.729, -4.160, 0.526)  -1.33
C (-1.386, -3.892, -0.151)  0.12
O (-0.237, -4.072, 0.741)  -0.68
H (-3.439, -3.769, -0.182)  0.35
H (-2.739, -3.652, 1.467)  0.33
H (-2.851, -5.211, 0.659)  0.39
H (-1.419, -2.810, -0.457)  -0.13
H (-1.191, -4.463, -1.023)  0.50
H (-0.166, -3.212, 1.185)  0.18
C (2.376, -3.626, 4.015)  -1.42
C (1.899, -2.515, 3.049)  1.04
O (3.027, -1.679, 2.769)  -0.65
H (2.659, -3.083, 4.971)  0.32
H (3.248, -4.142, 3.684)  0.34
H (1.560, -4.289, 4.206)  0.39
H (1.052, -1.895, 3.389)  0.11
H (1.571, -3.040, 2.077)  -0.34
H (2.705, -0.821, 2.490)  0.25
C (-2.987, -0.691, -2.485)  -1.11
C (-2.886, -0.088, -1.087)  0.15
O (-2.528, 1.259, -1.117)  -0.50
H (-1.947, -0.830, -2.847)  0.07
H (-3.527, 0.042, -3.075)  0.40
H (-3.450, -1.654, -2.462)  0.42
H (-2.137, -0.635, -0.470)  -0.17
H (-3.822, -0.138, -0.589)  0.52
H (-1.658, 1.368, -1.522)  0.10
C (-2.141, 0.185, 4.279)  -0.75
C (-1.076, 1.010, 4.894)  -0.17
O (-1.456, 1.964, 5.911)  -0.57
H (-1.636, -0.292, 3.412)  0.05
H (-2.944, 0.860, 3.954)  0.26
H (-2.571, -0.629, 4.865)  0.39
H (-0.531, 1.636, 4.201)  0.12
H (-0.335, 0.357, 5.355)  0.34
H (-2.407, 1.803, 6.079)  0.31

Output
Total charge: 0
Lowest unoccupied orbital energy in eV: 0.47
Energy relative to the best compared isomer or geometry (same formula, charge and spin) in kcal per mole: 16.5
Kohn-Sham gap in eV: 10.635

# 3
A gas-phase ion, C4H7N3 (charge +2) at a distorted geometry, computed with ωB97M-V with the def2-TZVPD basis set.

Last column: Mulliken charge in e.
Cartesian coordinates (Å):
C (1.292, 0.188, -0.541)  0.11
C (0.614, -0.873, 0.075)  -0.25
C (0.609, 2.505, -1.167)  -0.11
C (-1.130, -2.089, 0.828)  0.12
N (-1.222, 0.317, 0.693)  -0.66
N (0.849, 1.365, -0.730)  0.02
N (-0.706, -0.833, 0.497)  0.60
H (2.400, 0.065, -0.627)  0.37
H (1.016, -1.787, 0.044)  0.33
H (0.007, 2.765, -2.080)  0.29
H (0.769, 3.314, -0.600)  0.34
H (-1.999, -2.214, 1.612)  0.29
H (-0.420, -3.013, 0.686)  0.25
H (-2.079, 0.290, 1.309)  0.30

Output
Total charge: +2
Lowest unoccupied orbital energy (spin up / spin down) in eV: -11.95 / -12.34
Energy relative to the best compared isomer or geometry (same formula, charge and spin) in kcal per mole: 101.2
Kohn-Sham gap (spin up / spin down) in eV: 7.389 / 7.823

# 4
7 unconnected molecules or ions with the total composition CH16O6 at a distorted geometry, computed with ωB97M-V with the def2-TZVPD basis set.

Last column: Mulliken charge in e.
Cartesian coordinates (Å):
C (-0.262, 0.537, 1.613)  -1.55
H (-0.844, -0.392, 1.535)  0.30
H (-0.776, 1.431, 1.940)  0.57
H (0.130, 0.280, 2.658)  0.49
H (0.525, 0.417, 0.873)  -0.28
H (-2.158, 0.002, -0.805)  0.33
H (-1.161, -1.012, -1.479)  0.36
O (-1.518, -0.118, -1.527)  -1.00
H (3.325, 1.489, -0.858)  0.38
H (1.934, 1.411, -0.180)  0.28
O (2.862, 1.108, -0.115)  -0.89
H (2.903, -0.856, -0.281)  0.31
H (3.140, -2.244, 0.092)  0.40
O (2.507, -1.737, -0.436)  -0.78
H (-3.167, 0.220, 1.221)  0.34
H (-3.932, 1.508, 0.805)  0.59
O (-3.660, 0.629, 0.493)  -1.09
H (-0.282, 1.284, -1.127)  0.31
H (-0.006, 2.847, -1.087)  0.32
O (0.360, 1.981, -0.888)  -0.46
H (-0.162, -3.427, -1.342)  0.33
H (0.594, -2.583, -0.459)  0.33
O (-0.354, -2.777, -0.645)  -0.59

Output
Total charge: -1
Lowest unoccupied orbital energy (spin up / spin down) in eV: 3.20 / 3.12
Energy relative to the best compared isomer or geometry (same formula, charge and spin) in kcal per mole: 5.3
Multiplicity: 2
Kohn-Sham gap (spin up / spin down) in eV: 2.244 / 10.883